1.
Molecular formula: C16H40AsF6NiO20S6
Method: DFT, the ωB97M-V functional and the def2-TZVPD basis

Its spin multiplicity is 3. The expectation value of S² is 2.0203. The orbital gap (alpha / beta) is 6.88 / 1.22 eV. The total charge is +1.

Each line ends with the Mulliken charge.
CARTESIAN COORDINATES (ANGSTROEM)
Ni  13.88  22.85  18.72  0.998
As  11.87  24.53  13.73  2.067
F  12.12  26.23  14.21  -0.503
F  12.25  24.02  15.34  -0.480
F  11.58  22.72  13.42  -0.545
F  11.44  24.89  12.05  -0.501
F  13.62  24.27  13.30  -0.531
F  10.14  24.69  14.21  -0.510
O  8.97  18.27  18.70  -0.599
S  9.88  18.58  17.55  1.073
O  10.97  19.51  17.62  -0.520
O  10.53  17.17  16.94  -0.293
C  9.71  16.02  16.86  -0.263
C  10.48  14.70  17.08  -1.187
C  8.75  18.92  16.07  -0.905
H  9.15  15.80  15.95  0.306
H  8.95  16.17  17.64  0.426
H  11.39  15.00  17.60  0.310
H  10.92  14.31  16.16  0.303
H  9.95  13.94  17.66  0.326
H  7.77  18.47  16.18  0.316
H  9.29  18.50  15.23  0.291
H  8.58  19.99  15.94  0.416
O  10.06  24.97  20.24  -0.626
S  8.61  25.18  20.23  1.213
O  7.68  24.08  20.02  -0.621
O  8.24  25.92  21.66  -0.324
C  6.92  25.77  22.26  -0.150
C  6.54  26.84  23.27  -1.180
C  8.25  26.50  19.00  -0.895
H  6.83  24.81  22.77  0.292
H  6.21  25.76  21.44  0.335
H  5.50  26.90  23.60  0.369
H  6.57  27.78  22.72  0.322
H  7.31  26.84  24.05  0.286
H  7.93  27.42  19.48  0.306
H  7.48  26.05  18.37  0.318
H  9.15  26.81  18.48  0.357
O  15.98  20.50  15.59  -0.585
S  16.59  19.37  14.86  1.097
O  17.67  18.63  15.47  -0.598
O  15.38  18.30  14.39  -0.271
C  15.62  17.07  13.75  -0.304
C  14.56  16.82  12.63  -1.052
C  17.20  20.08  13.31  -0.853
H  15.64  16.34  14.56  0.292
H  16.62  17.11  13.32  0.364
H  15.13  16.22  11.92  0.341
H  14.16  17.69  12.11  0.306
H  13.74  16.18  12.96  0.287
H  17.20  19.30  12.55  0.328
H  18.09  20.65  13.56  0.341
H  16.45  20.84  13.12  0.308
O  15.57  26.72  17.44  -0.554
S  16.18  28.03  17.20  1.049
O  16.12  28.67  15.89  -0.578
O  15.53  29.07  18.41  -0.308
C  15.06  30.35  17.92  -0.087
C  14.16  31.04  18.94  -1.252
C  18.03  27.92  17.68  -0.853
H  14.41  30.25  17.05  0.317
H  15.92  31.01  17.80  0.268
H  14.08  32.10  18.71  0.383
H  14.71  31.15  19.87  0.338
H  13.17  30.58  18.93  0.319
H  18.50  28.84  17.33  0.320
H  18.43  27.10  17.08  0.331
H  18.07  27.60  18.72  0.309
C  7.36  21.44  9.99  -0.327
C  6.37  21.74  8.84  -0.193
O  5.22  20.95  9.19  -0.348
S  5.21  20.47  10.82  1.082
O  4.63  19.16  10.99  -0.496
O  4.82  21.59  11.68  -0.505
O  6.89  20.37  10.75  -0.328
H  7.53  22.25  10.69  0.311
H  8.31  21.17  9.54  0.278
H  6.82  21.49  7.87  0.287
H  6.05  22.78  8.84  0.241
C  14.85  27.82  9.36  -0.161
C  14.28  27.30  8.06  -0.333
O  15.06  27.79  6.99  -0.245
S  15.67  29.24  7.33  1.124
O  14.72  30.26  6.85  -0.240
O  17.04  29.37  6.80  -0.296
O  15.59  29.02  8.97  -0.155
H  15.53  27.24  9.98  0.305
H  14.02  28.13  10.00  0.289
H  13.25  27.66  7.99  0.351
H  14.27  26.23  8.22  0.359



2.
Molecular formula: C16H40F4LiN2O16S4
Method: DFT, the ωB97M-V functional and the def2-TZVPD basis

The orbital gap is 7.89 eV. The total charge is -1.

Each line ends with the Mulliken charge.
CARTESIAN COORDINATES (ANGSTROEM)
Li  8.49  -8.15  12.13  1.039
N  7.96  -7.12  13.71  -0.303
S  8.37  -5.91  14.59  0.890
O  9.69  -6.04  15.17  -0.639
O  7.37  -5.19  15.31  -0.587
F  8.58  -4.85  13.38  -0.280
S  7.22  -8.04  15.04  0.996
O  5.75  -7.87  15.20  -0.554
O  8.06  -8.19  16.25  -0.599
F  7.33  -9.47  14.37  -0.180
N  5.67  -1.81  10.00  -0.448
S  5.93  -3.53  10.21  1.147
O  5.28  -4.30  9.14  -0.624
O  6.01  -4.11  11.53  -0.353
F  7.45  -3.45  9.75  -0.281
S  4.63  -1.66  11.14  1.081
O  5.11  -1.22  12.42  -0.593
O  3.48  -2.54  11.01  -0.608
F  4.08  -0.21  10.68  -0.312
C  6.67  -9.55  10.14  -0.530
O  6.78  -8.60  11.14  0.462
C  5.90  -7.45  11.09  -0.492
C  4.56  -7.76  11.77  -0.407
O  3.91  -8.80  11.09  0.015
C  2.63  -8.52  10.55  -0.973
H  6.71  -9.21  9.11  0.343
H  5.74  -10.12  10.15  -0.098
H  7.50  -10.24  10.27  0.117
H  5.82  -7.11  10.05  0.361
H  6.41  -6.67  11.65  -0.026
H  3.90  -6.91  11.95  0.580
H  4.84  -8.12  12.75  -0.181
H  1.95  -8.04  11.25  0.329
H  2.14  -9.41  10.15  0.241
H  2.87  -7.99  9.64  0.387
C  6.96  -18.82  13.11  -0.687
O  6.89  -17.45  12.67  -0.340
C  7.72  -16.39  13.12  -0.584
C  7.49  -14.98  12.53  -0.072
O  8.58  -14.08  12.90  -0.475
C  8.54  -12.85  12.20  -0.542
H  6.25  -18.96  13.94  0.278
H  7.96  -19.15  13.37  0.291
H  6.50  -19.41  12.32  0.236
H  8.76  -16.68  13.04  0.313
H  7.51  -16.28  14.18  0.285
H  6.56  -14.53  12.89  0.075
H  7.37  -14.98  11.45  0.369
H  9.42  -12.22  12.30  0.120
H  7.66  -12.32  12.58  0.286
H  8.32  -13.13  11.17  0.396
C  3.94  -10.71  13.98  -0.329
O  3.80  -12.05  14.55  -0.382
C  2.75  -12.91  14.05  -0.632
C  2.97  -13.45  12.61  -0.100
O  2.70  -12.33  11.70  -0.291
C  3.37  -12.27  10.47  -0.280
H  4.82  -10.17  14.34  0.080
H  3.07  -10.14  14.30  0.323
H  4.00  -10.61  12.89  0.077
H  1.79  -12.40  14.03  0.341
H  2.55  -13.79  14.65  0.419
H  2.19  -14.21  12.54  0.360
H  3.96  -13.89  12.50  0.008
H  2.73  -12.74  9.72  0.317
H  4.37  -12.70  10.47  0.195
H  3.41  -11.20  10.24  -0.161
C  10.46  -9.57  13.56  -0.928
O  10.18  -9.47  12.16  -0.029
C  11.22  -8.92  11.40  -0.474
C  10.50  -8.52  10.05  -0.786
O  9.39  -7.63  10.29  -0.122
C  9.81  -6.26  10.56  -0.682
H  9.78  -10.25  14.08  0.217
H  10.26  -8.65  14.13  0.321
H  11.42  -9.97  13.86  0.445
H  12.02  -9.59  11.10  0.395
H  11.57  -8.01  11.88  0.350
H  10.09  -9.43  9.59  0.264
H  11.10  -8.12  9.23  0.448
H  8.93  -5.62  10.64  0.078
H  10.60  -6.00  9.86  0.391
H  10.25  -6.17  11.56  0.299



3.
Molecular formula: C16H41BeCl2F2KLiN2O7PS
Method: DFT, the ωB97M-V functional and the def2-TZVPD basis

The orbital gap is 2.79 eV. The total charge is 0.

Each line ends with the Mulliken charge.
CARTESIAN COORDINATES (ANGSTROEM)
N  -0.71  -2.75  -1.30  -0.605
C  -2.04  -2.91  -1.96  -0.710
C  -3.05  -3.54  -0.98  0.222
C  -4.33  -4.05  -1.65  -0.906
C  -5.51  -4.13  -0.66  -0.689
C  -5.95  -2.64  -0.36  -0.014
C  -7.23  -2.52  0.29  -0.029
Cl  -8.14  -0.97  -0.14  0.000
H  -0.39  -3.68  -1.08  0.242
H  -0.94  -2.38  -0.38  0.222
H  -2.36  -1.91  -2.26  0.263
H  -1.96  -3.61  -2.79  0.402
H  -3.23  -2.86  -0.13  -0.186
H  -2.53  -4.42  -0.59  0.342
H  -4.64  -3.42  -2.49  0.286
H  -4.15  -5.07  -1.97  0.503
H  -6.30  -4.68  -1.18  0.462
H  -5.25  -4.69  0.23  0.317
H  -6.00  -2.13  -1.32  0.317
H  -5.18  -2.15  0.26  -0.148
H  -7.16  -2.51  1.39  0.325
Be  -8.71  0.59  -1.64  0.046
F  0.56  -2.76  0.86  -0.746
N  1.67  -2.33  3.05  -0.398
H  1.11  -2.35  2.00  0.165
H  1.57  -1.42  3.47  0.051
H  1.25  -3.06  3.64  0.351
H  2.80  -2.48  2.93  0.366
F  -5.69  -6.48  -1.69  -0.755
Li  2.12  -1.14  5.17  0.943
Cl  3.98  -1.44  2.10  -0.690
C  -3.25  1.65  2.54  -0.564
C  -2.69  1.78  1.11  -0.720
C  -1.29  1.15  1.10  -0.608
S  -1.28  -0.11  2.37  1.137
O  -0.32  0.25  3.40  -0.751
O  -1.23  -1.41  1.80  -0.552
C  -2.96  0.21  2.95  -0.839
H  -4.31  1.88  2.58  0.424
H  -2.73  2.34  3.21  0.316
H  -3.34  1.24  0.42  0.313
H  -2.65  2.82  0.79  0.359
H  -1.06  0.68  0.14  0.406
H  -0.51  1.87  1.34  0.348
H  -3.01  0.06  4.03  0.657
H  -3.62  -0.49  2.43  -0.018
K  -4.84  -0.65  4.43  0.966
O  6.65  2.53  -0.20  -0.736
P  5.93  3.08  -1.37  0.994
O  5.62  4.65  -1.09  -0.319
C  6.71  5.57  -0.99  -0.329
C  7.26  5.96  -2.35  -0.965
O  4.43  2.47  -1.23  -0.317
C  4.16  1.34  -0.39  -0.283
C  3.59  1.77  0.94  -0.815
O  5.86  3.15  -2.98  -0.264
C  6.15  1.95  -3.75  -0.351
C  4.91  1.10  -3.96  -0.928
H  7.50  5.15  -0.36  0.300
H  6.31  6.45  -0.48  0.305
H  7.74  5.11  -2.84  0.247
H  7.99  6.76  -2.25  0.401
H  6.45  6.29  -3.01  0.246
H  5.05  0.72  -0.25  0.393
H  3.42  0.72  -0.92  0.373
H  4.22  2.50  1.43  0.281
H  3.47  0.89  1.59  0.034
H  2.61  2.24  0.80  0.197
H  6.94  1.37  -3.27  0.340
H  6.53  2.30  -4.71  0.328
H  4.68  0.50  -3.08  0.168
H  5.06  0.42  -4.80  0.398
H  4.04  1.73  -4.17  0.276
O  -8.46  -0.01  4.29  -0.934
H  -9.35  -0.13  3.95  0.133